Entry 1:
{
  "formula": "C23H33N3O3",
  "method": "ωB97M-V/def2-TZVPD",
  "e_homo_ha": -0.311,
  "multiplicity": 1,
  "lumo_ev": 0.64,
  "relative_energy_kcal_mol": 11.2,
  "elements": ["C", "C", "O", "C", "C", "C", "C", "C", "N", "C", "C", "N", "C", "O", "C", "C", "C", "O", "N", "C", "C", "C", "C", "C", "C", "C", "C", "C", "C", "H", "H", "H", "H", "H", "H", "H", "H", "H", "H", "H", "H", "H", "H", "H", "H", "H", "H", "H", "H", "H", "H", "H", "H", "H", "H", "H", "H", "H", "H", "H", "H", "H"],
  "xyz": [[-6.02732, -3.81684, 1.32422], [-5.01939, -3.00229, 0.52865], [-5.21408, -1.64081, 0.85561], [-4.44575, -0.70000, 0.24417], [-4.72404, 0.62543, 0.58327], [-4.00289, 1.65729, 0.02276], [-2.98419, 1.40471, -0.89156], [-2.15183, 2.52271, -1.46752], [-1.01818, 2.93425, -0.63606], [-1.41698, 3.52732, 0.62154], [-0.19610, 4.21516, 1.21863], [0.82853, 3.22026, 1.41577], [0.94947, 2.10552, 0.68366], [1.83394, 1.29268, 0.91254], [-0.04013, 1.87283, -0.45020], [0.77804, 1.66032, -1.74679], [0.79768, 0.19295, -2.16472], [0.32359, -0.20246, -3.21298], [1.34824, -0.59866, -1.23204], [1.59777, -2.00460, -1.42457], [3.10141, -2.28114, -1.60517], [3.88421, -1.67457, -0.47310], [4.46404, -0.48746, -0.58976], [5.17642, 0.22025, 0.51954], [5.48068, -0.71914, 1.68174], [4.23886, -1.54434, 1.99682], [3.91880, -2.45213, 0.81326], [-2.72128, 0.08514, -1.23441], [-3.43712, -0.96114, -0.67640], [-7.03715, -3.50712, 1.06962], [-5.90961, -4.87296, 1.09907], [-5.87509, -3.65850, 2.38836], [-3.99584, -3.31000, 0.78539], [-5.17245, -3.15700, -0.54850], [-5.51814, 0.81786, 1.28762], [-4.24650, 2.67630, 0.28818], [-2.76666, 3.41412, -1.61824], [-1.75777, 2.21084, -2.43584], [-2.19487, 4.26759, 0.42709], [-1.80575, 2.78590, 1.34105], [-0.44087, 4.67375, 2.17958], [0.15535, 4.99400, 0.53101], [1.52495, 3.36644, 2.13289], [-0.54618, 0.92320, -0.18840], [0.35068, 2.25507, -2.55186], [1.80867, 1.98698, -1.59500], [1.76717, -0.16041, -0.41492], [1.21617, -2.55299, -0.55698], [1.04811, -2.31605, -2.31576], [3.42142, -1.84603, -2.55314], [3.25720, -3.36093, -1.64588], [4.40751, 0.04921, -1.52843], [4.52710, 1.03154, 0.86587], [6.09652, 0.67495, 0.14247], [6.30046, -1.38813, 1.40954], [5.79104, -0.14399, 2.55647], [3.39939, -0.86793, 2.16864], [4.39169, -2.14202, 2.89811], [4.67891, -3.23751, 0.73254], [2.95903, -2.94989, 0.97072], [-1.95654, -0.13702, -1.96454], [-3.20037, -1.97052, -0.97370]]
}


Entry 2:
{
  "formula": "C23H33N4OPRuSi",
  "method": "ωB97M-V/def2-TZVPD",
  "e_homo_ha": [-0.202, -0.258],
  "multiplicity": 5,
  "lumo_ev": [-0.40, -0.54],
  "elements": ["Ru", "Si", "P", "N", "H", "C", "H", "H", "H", "C", "H", "H", "H", "C", "H", "H", "H", "C", "H", "H", "H", "H", "H", "C", "C", "C", "C", "C", "C", "H", "H", "H", "H", "H", "C", "O", "C", "H", "H", "H", "C", "H", "H", "H", "N", "C", "C", "C", "C", "C", "C", "C", "N", "C", "C", "N", "C", "H", "H", "H", "H", "H", "H", "H"],
  "xyz": [[-0.05830, -0.38227, -0.38822], [-2.24631, -0.37479, -1.03441], [0.59159, -1.97279, -1.68913], [0.71577, 1.11674, -0.93597], [-1.19585, 0.31410, 0.44139], [2.29463, -2.53937, -1.53930], [2.58369, -3.11455, -2.42039], [2.40428, -3.14861, -0.63752], [2.97250, -1.66751, -1.50839], [-0.44683, -3.43841, -1.74371], [0.01006, -4.14369, -2.43722], [-1.45399, -3.19125, -2.10344], [-0.48744, -3.88431, -0.74278], [0.56136, -1.22408, -3.35184], [0.75957, -1.99126, -4.09897], [1.34226, -0.45690, -3.45663], [-0.40878, -0.76488, -3.58507], [-3.53829, -1.14336, 0.01727], [-3.33158, -0.88993, 1.07267], [-3.50237, -2.22606, -0.20576], [-4.41946, -0.63700, -0.39853], [-2.49193, 1.07466, -1.23464], [-2.22676, -1.03412, -2.35299], [1.08333, 2.06842, -1.68942], [2.77107, 3.66492, -2.48878], [2.38880, 2.68482, -1.60755], [0.23061, 2.59181, -2.72860], [0.66956, 3.57819, -3.59229], [1.93821, 4.13312, -3.49552], [3.76550, 4.09548, -2.41511], [3.04882, 2.30433, -0.81696], [-0.77548, 2.15784, -2.80583], [0.01190, 3.92434, -4.37443], [2.26200, 4.89985, -4.19370], [0.30585, -2.58679, 2.23387], [1.08338, -2.12534, 1.29921], [0.59301, -1.89611, 3.52855], [0.13427, -2.57506, 4.30806], [0.19203, -0.82976, 3.44920], [1.70509, -1.86880, 3.56769], [-1.01248, -3.36635, 1.97061], [-0.70659, -4.37025, 1.64931], [-1.64477, -2.94468, 1.16543], [-1.61083, -3.33117, 2.94842], [-1.23767, 4.81338, 9.67164], [-1.21473, 4.47528, 8.51652], [-1.17210, 4.07298, 7.16765], [-0.49070, 2.89466, 6.79259], [-0.45214, 2.49425, 5.46314], [-1.11598, 3.28544, 4.51780], [-1.79790, 4.47613, 4.83088], [-1.81381, 4.84212, 6.18361], [-1.11340, 2.92470, 3.18225], [-1.66416, 3.57778, 2.08921], [-1.44789, 2.78750, 0.99116], [-0.82044, 1.64819, 1.42700], [-0.51799, 1.77966, 2.68299], [-0.00330, 2.29703, 7.54274], [0.08099, 1.58637, 5.17815], [-2.28596, 5.06100, 4.07964], [-2.34054, 5.74066, 6.47753], [-2.17398, 4.56212, 2.08195], [-1.73559, 2.80088, -0.04677], [0.04580, 1.01660, 3.23179]]
}


Entry 3:
{
  "formula": "C23H34BF4N4O9SSi",
  "method": "ωB97M-V/def2-TZVPD",
  "charge": 1,
  "e_homo_ha": -0.370,
  "multiplicity": 1,
  "lumo_ev": -3.64,
  "elements": ["C", "C", "O", "B", "O", "N", "S", "C", "N", "C", "C", "F", "F", "C", "C", "Si", "C", "C", "C", "C", "C", "C", "C", "C", "N", "C", "C", "O", "N", "H", "H", "H", "H", "H", "H", "H", "H", "H", "H", "H", "H", "H", "H", "H", "H", "H", "H", "H", "H", "H", "H", "H", "H", "H", "H", "H", "H", "C", "C", "O", "C", "O", "O", "F", "H", "H", "H", "C", "C", "O", "C", "O", "O", "F", "H", "H", "H"],
  "xyz": [[8.24733, -1.20627, -0.32909], [7.89621, -2.73271, 0.08943], [6.68302, -2.84076, 0.88411], [5.51323, -2.99830, 0.08082], [5.41189, -3.77446, -1.12844], [4.24828, -2.31073, 0.56887], [2.99988, -3.09242, 1.50889], [4.06278, -1.00756, 0.26908], [2.88909, -0.30638, 0.75223], [2.98722, 1.04080, 0.26004], [2.05146, 2.31653, 0.43617], [2.90207, 3.35160, 0.99370], [1.65999, 2.82732, -0.85116], [0.83932, 2.14373, 1.45507], [-0.16221, 0.93497, 1.12590], [-1.41525, 1.26810, -0.28813], [-0.60938, 0.52539, -1.89611], [-1.78454, 3.13472, -0.56090], [-3.07281, 0.28151, -0.08154], [-3.35568, -0.73011, 1.05472], [-4.73435, -1.48603, 1.15103], [-5.81226, -1.16880, 0.06470], [-5.57291, -0.18372, -1.11517], [-4.16746, 0.55118, -1.17936], [4.21897, 1.13535, -0.48327], [4.83491, 2.30671, -1.17202], [5.14038, 1.94133, -2.72744], [4.96049, 3.12501, -3.54381], [4.85794, -0.07659, -0.48997], [8.06963, -1.00327, -1.44793], [9.35804, -0.97145, -0.13350], [7.59164, -0.45371, 0.24394], [7.93546, -3.41972, -0.82095], [8.76433, -3.06682, 0.77271], [4.95068, -4.60692, -0.84034], [1.89179, -3.14737, 0.65419], [0.32982, 3.16900, 1.53607], [1.30107, 1.93590, 2.49152], [0.34187, -0.06585, 0.91098], [-0.79162, 0.77094, 2.08524], [0.41588, 0.98726, -2.09372], [-0.44938, -0.60964, -1.72926], [-1.28387, 0.61684, -2.81124], [-2.92145, 3.32024, -0.47471], [-1.29405, 3.82020, 0.20930], [-1.37714, 3.42710, -1.58806], [-2.50635, -0.91402, 1.81205], [-4.89419, -2.22974, 2.00503], [-6.81601, -1.71688, 0.18986], [-6.35386, 0.03664, -1.92728], [-4.00853, 1.26083, -2.05984], [4.23469, 3.27019, -1.09247], [5.85951, 2.47293, -0.67599], [4.41928, 1.13051, -3.08951], [6.21544, 1.58308, -2.88297], [4.80937, 2.81560, -4.46329], [5.75192, -0.29048, -0.95138], [-8.16137, 4.39023, -0.92474], [-7.80620, 3.24024, -0.03778], [-6.39268, 3.22192, -0.07897], [-6.02413, 4.51600, -0.29670], [-4.91619, 4.93540, -0.12695], [-7.07092, 5.27599, -0.72387], [-8.26702, 2.07321, -0.54839], [-8.21119, 4.10874, -1.98040], [-9.10505, 4.85884, -0.64194], [-8.14176, 3.35010, 0.99750], [-2.43113, -6.02962, 2.72565], [-2.30642, -4.90936, 1.74230], [-3.35139, -4.03472, 2.11444], [-3.52090, -4.22300, 3.45403], [-4.12324, -3.47409, 4.16502], [-2.91366, -5.36450, 3.88393], [-2.53574, -5.34232, 0.48043], [-3.15579, -6.78640, 2.41259], [-1.47631, -6.51906, 2.92342], [-1.35053, -4.37837, 1.78367]]
}


What are the E values for these records? In order: -35000.525 -52135.224 -79038.780 eV.